1.
DFT (ωB97M-V/def2-TZVPD) results for C24H32Cl5O3SSeSiY as an isolated structure.

Computed properties:
HOMO = -8.1 eV
LUMO energy = -0.06 eV
Energy relative to the best compared isomer or geometry (same formula, charge and spin) = 111.7 kJ/mol

Geometry (Å):
Y -1.8887 -0.2983 0.0743
Cl -4.9889 0.9004 0.4357
C -4.7387 -0.4805 1.5030
C -3.4362 -0.8719 1.6672
C -3.2048 -2.0212 2.3642
Cl -1.5083 -2.5509 2.3695
C -4.2063 -2.7750 2.9586
Cl -3.8506 -4.2122 3.8309
C -5.5207 -2.3178 2.8136
Cl -6.8059 -3.1891 3.5499
C -5.8057 -1.1679 2.0633
Cl -7.4249 -0.6391 1.8378
Se -3.1787 -2.1376 -1.5272
C -2.8444 -1.7758 -3.3729
C -3.8499 -1.2045 -4.1512
C -3.6413 -0.9467 -5.4976
C -2.4271 -1.2564 -6.0953
C -1.4270 -1.8388 -5.3304
C -1.6358 -2.1000 -3.9837
H -4.7998 -0.9559 -3.6954
H -4.4360 -0.4996 -6.0814
H -2.2695 -1.0525 -7.1458
H -0.4786 -2.0993 -5.7837
H -0.8584 -2.5835 -3.4049
C 1.5462 -1.0381 -2.3505
C 1.4495 -1.2641 -0.8518
C 0.7831 -2.5853 -0.5258
C 2.8206 -1.1855 -0.2031
O 0.5619 -0.2006 -0.3369
Si 0.8806 1.0355 0.7797
S -0.9190 2.0587 0.7881
O 1.2007 0.1943 2.1404
C 1.7761 0.5986 3.4021
C 1.4691 -0.5381 4.3620
C 3.2775 0.7713 3.2324
C 1.1232 1.8919 3.8666
O 2.1808 1.9329 0.4211
C 2.4223 3.0619 -0.4533
C 1.5445 2.9912 -1.6935
C 2.1328 4.3231 0.3457
C 3.8915 2.9731 -0.8277
H 2.0486 -1.8805 -2.8286
H 2.1165 -0.1359 -2.5684
H 0.5550 -0.9349 -2.7939
H 1.3643 -3.4128 -0.9357
H -0.2203 -2.6542 -0.9578
H 0.7184 -2.7244 0.5539
H 3.4604 -1.9463 -0.6545
H 2.7666 -1.3746 0.8675
H 3.2852 -0.2136 -0.3636
H 1.9164 -1.4655 4.0019
H 0.3918 -0.6825 4.4478
H 1.8697 -0.3242 5.3540
H 3.7321 -0.1599 2.8914
H 3.7255 1.0376 4.1920
H 3.5091 1.5546 2.5126
H 0.0393 1.7838 3.9038
H 1.3596 2.7183 3.1924
H 1.4844 2.1586 4.8615
H 0.4894 3.0883 -1.4399
H 1.6909 2.0503 -2.2238
H 1.8122 3.8012 -2.3743
H 1.0809 4.3628 0.6294
H 2.3654 5.2103 -0.2458
H 2.7404 4.3415 1.2516
H 4.0899 2.0684 -1.4045
H 4.5107 2.9531 0.0694
H 4.1822 3.8335 -1.4323

Forces on the atoms, in the same order (eV/Å):
0.751 0.122 -0.524
0.016 -0.188 0.215
-0.301 0.202 -0.107
-0.038 0.007 0.063
0.244 -0.337 0.207
-0.318 0.092 0.031
-0.007 0.048 0.025
-0.016 0.040 -0.027
-0.049 -0.006 0.016
0.011 -0.002 -0.008
0.036 -0.006 0.049
0.043 -0.022 0.009
0.018 0.032 0.169
0.040 0.151 -0.309
-0.004 0.065 0.055
0.012 0.004 -0.024
-0.032 -0.001 0.058
-0.002 0.012 -0.058
0.014 -0.112 0.087
0.005 -0.013 0.017
0.004 -0.002 -0.009
0.022 -0.006 -0.008
0.006 -0.004 0.000
-0.026 0.003 -0.001
-0.032 0.016 -0.056
-0.023 0.163 0.066
-0.023 -0.116 -0.008
0.111 -0.077 -0.020
-0.325 -0.224 0.198
0.105 0.132 0.100
-0.360 0.029 -0.018
0.113 -0.058 -0.135
-0.134 0.047 -0.111
-0.008 -0.025 0.068
0.098 -0.014 0.101
0.013 0.077 0.067
0.101 -0.077 -0.194
-0.118 -0.106 0.149
0.006 0.065 -0.098
0.024 0.065 -0.004
0.070 0.040 -0.032
0.011 -0.009 0.017
0.017 0.038 0.012
0.017 -0.007 0.022
0.018 0.015 0.002
-0.007 0.024 0.002
0.003 0.020 0.013
-0.012 0.006 0.001
-0.040 0.008 0.011
-0.011 0.028 -0.009
-0.007 -0.012 -0.012
-0.013 0.003 -0.020
0.015 0.015 -0.011
-0.004 -0.013 -0.009
0.011 -0.012 -0.009
-0.052 0.010 -0.024
-0.008 -0.022 0.008
0.008 -0.019 -0.035
-0.002 -0.010 -0.006
0.019 0.006 0.015
0.031 -0.053 0.006
-0.015 0.008 0.010
-0.015 -0.025 -0.002
0.001 -0.003 0.001
0.018 0.002 -0.003
-0.023 -0.023 0.003
-0.004 0.006 0.015
-0.002 0.002 0.003

Here are the natural (NBO) charges for atoms 1 to 2, given in e: Y 1.7431; Cl 0.0587

2.
DFT (ωB97M-V/def2-TZVPD) results for C24H32CoN7O3P as an isolated structure in a non-equilibrium geometry.

Computed properties:
Net charge = +1
HOMO (alpha / beta) = -10.4 / -10.4 eV
LUMO energy (alpha / beta) = -3.23 / -3.23 eV
Energy relative to the best compared isomer or geometry (same formula, charge and spin) = 43.9 kJ/mol

Geometry (Å):
Co -0.2200 0.8401 0.4126
O -1.7364 -0.1795 0.6954
C -2.0521 -0.8550 1.7614
C -3.3269 -1.4604 1.8134
C -3.6958 -2.2304 2.8870
C -2.8287 -2.4460 3.9726
C -1.5877 -1.8735 3.9456
C -1.1728 -1.0801 2.8522
C 0.1339 -0.5157 2.8845
N 0.6616 0.2118 1.9642
C 1.9124 0.9216 2.2399
C 2.5384 1.3528 0.9253
N 1.4654 1.6174 -0.0411
C 1.7703 2.1309 -1.1757
C 0.8997 2.2483 -2.3046
C 1.4407 2.7509 -3.5062
C 0.6791 2.8601 -4.6391
C -0.6648 2.4633 -4.5859
C -1.2229 1.9745 -3.4289
C -0.4579 1.8506 -2.2512
O -1.0585 1.4216 -1.1678
H -3.9944 -1.2981 0.9779
H -4.6801 -2.6814 2.8977
H -3.1410 -3.0521 4.8106
H -0.8991 -2.0212 4.7699
H 0.7281 -0.7066 3.7802
H 2.5947 0.2880 2.8101
H 1.6760 1.8010 2.8430
H 3.1755 0.5583 0.5280
H 3.1539 2.2423 1.0680
H 2.8015 2.4589 -1.3230
H 2.4833 3.0479 -3.5191
H 1.1028 3.2409 -5.5570
H -1.2781 2.5411 -5.4748
H -2.2592 1.6649 -3.3905
C -1.5986 5.7501 2.0991
N -1.0719 4.4023 2.2041
C -1.1950 3.4626 1.2560
N -1.7624 3.7837 0.0945
O -0.7692 2.2969 1.5279
H -1.3425 6.2915 3.0046
H -2.6862 5.7503 2.0014
H -1.1549 6.2796 1.2547
H -0.6657 4.0875 3.0677
H -2.2193 4.6679 -0.0376
H -1.9274 3.0143 -0.5503
C 2.5075 -3.8485 -1.5723
N 2.1278 -3.6649 -0.1706
C 0.8535 -4.3481 0.0563
N -0.2102 -3.9206 -0.8457
C 0.2371 -4.0949 -2.2235
N 1.4901 -3.4003 -2.5218
C 1.3316 -1.9530 -2.5049
P 0.7888 -1.3266 -0.8358
C 2.0542 -2.2497 0.1724
C -0.5975 -2.5403 -0.5818
H 2.6774 -4.9135 -1.7377
H 3.4404 -3.3156 -1.7658
H 0.5362 -4.1844 1.0882
H 1.0168 -5.4171 -0.0899
H -0.5398 -3.7407 -2.9027
H 0.3928 -5.1603 -2.4005
H 0.5981 -1.6475 -3.2542
H 2.2805 -1.4828 -2.7749
H 1.8098 -2.1426 1.2318
H 3.0411 -1.8025 0.0183
H -1.4324 -2.2578 -1.2269
H -0.9515 -2.4619 0.4454

Forces on the atoms, in the same order (eV/Å):
1.052 -1.016 -0.925
-0.387 0.197 0.181
0.061 0.074 -0.034
-0.013 -0.028 0.053
-0.001 0.017 -0.023
0.014 -0.007 0.033
-0.026 -0.009 -0.014
0.006 -0.040 -0.011
-0.020 0.039 -0.006
0.006 0.074 0.145
-0.035 0.001 0.048
-0.032 0.015 -0.002
-0.025 0.301 0.114
0.028 -0.013 -0.013
0.008 -0.014 0.002
-0.002 -0.003 -0.003
0.017 0.002 -0.005
-0.016 -0.006 0.003
0.019 -0.010 -0.024
-0.052 0.062 0.122
-0.049 0.025 -0.123
0.000 0.006 -0.002
-0.001 -0.001 0.000
-0.001 0.000 -0.001
0.005 -0.003 -0.001
0.001 -0.001 0.004
0.023 0.037 0.015
-0.025 0.002 -0.015
-0.020 -0.013 -0.001
0.045 -0.030 -0.009
-0.002 0.011 -0.006
0.001 0.005 -0.002
0.002 0.003 0.001
0.000 0.001 0.000
0.000 0.004 0.002
-0.002 -0.014 0.012
0.013 0.055 0.006
-0.013 -0.331 0.201
-0.113 -0.206 -0.134
0.029 0.404 -0.052
-0.002 0.005 -0.003
-0.004 0.005 -0.001
0.001 0.009 0.001
-0.022 -0.010 0.001
0.033 0.001 -0.015
0.094 0.063 0.012
0.042 -0.005 0.014
-0.015 0.032 -0.130
-0.021 -0.046 0.031
0.066 0.022 -0.078
-0.045 -0.029 -0.009
-0.022 0.064 0.158
0.105 0.334 -0.223
-0.833 -0.085 0.801
0.134 0.113 0.009
-0.043 -0.060 -0.037
-0.002 0.006 -0.010
-0.001 0.002 0.001
-0.002 0.005 -0.001
0.006 0.001 0.004
-0.003 0.001 0.001
0.012 0.004 -0.011
-0.017 -0.015 0.014
-0.006 0.011 -0.006
-0.022 -0.019 -0.022
0.002 0.013 0.015
-0.001 0.040 0.021
0.073 -0.050 -0.073

Here are the natural (NBO) charges for atoms 1 to 2, given in e: Co 1.2098; O -0.6920

3.
DFT (ωB97M-V/def2-TZVPD) results for a 6-piece molecular cluster, C24H32F2N2O16S2 overall in a non-equilibrium geometry.

Computed properties:
HOMO = -9.7 eV
LUMO energy = -0.52 eV

Geometry (Å):
O -3.3078 3.0323 -0.6967
N -3.3332 4.2593 -0.4175
O -4.0074 4.7670 0.4774
C -2.5013 5.1698 -1.2243
C -1.6677 4.6036 -2.1678
C -0.8163 5.3901 -3.0094
C -0.8192 6.7510 -2.8312
C -1.6313 7.3099 -1.8397
C -2.4374 6.5706 -1.0559
H -1.7174 3.5435 -2.3682
H -0.0572 4.7718 -3.4653
H -0.1015 7.3395 -3.3833
H -1.4578 8.3624 -1.6706
H -2.9682 7.0298 -0.2350
O -1.0049 -5.4869 5.9517
N -0.2259 -5.2959 4.9797
O 0.8859 -5.8289 4.8520
C -0.4700 -4.0966 4.1878
C 0.5527 -3.1263 4.0607
C 0.2194 -1.9715 3.4298
C -1.0189 -1.7615 2.8973
C -1.9994 -2.7228 3.0265
C -1.7376 -3.9157 3.6747
H 1.4364 -3.2574 4.6676
H 0.8685 -1.1083 3.4328
H -1.5393 -0.8761 2.5632
H -3.0118 -2.4509 2.7670
H -2.5784 -4.5681 3.8587
O 0.5530 1.9300 -2.2448
C 0.0549 1.0267 -1.5871
O -1.1794 0.9796 -1.0325
C -1.4388 -0.2409 -0.2964
C 0.0701 -0.6879 -0.2804
F 0.1356 -2.0289 -0.2327
O 0.5995 -0.1240 -1.3920
H -1.8880 -0.2487 0.6967
H -2.0595 -0.8508 -0.9528
H 0.5172 -0.4763 0.6909
O 2.3386 4.3137 -2.5076
C 3.3538 4.0267 -2.9531
O 3.9005 2.9056 -2.6811
C 5.1843 2.7604 -3.3495
C 5.4287 4.1956 -3.8430
F 5.9253 4.2455 -5.1173
O 4.1337 4.8685 -3.7303
H 5.9909 2.4382 -2.6909
H 5.1890 2.0845 -4.2046
H 6.0295 4.8233 -3.1849
C -5.7788 -6.6517 1.8200
C -5.0029 -6.0791 0.6538
O -4.4596 -4.9032 1.0779
S -3.4829 -4.1336 -0.0325
C -1.9284 -5.1132 0.1555
O -4.0140 -4.2552 -1.3950
O -3.2706 -2.8348 0.4730
H -6.7863 -6.2383 1.7747
H -5.4678 -6.5619 2.8608
H -6.0868 -7.6648 1.5611
H -4.1636 -6.7679 0.5576
H -5.6106 -5.9436 -0.2409
H -2.1537 -6.1796 0.1540
H -1.4407 -4.6898 1.0335
H -1.3111 -4.7497 -0.6661
C 3.6084 2.7698 1.4355
C 3.3007 2.1095 0.0938
O 2.8554 0.8047 0.4212
S 3.9474 -0.4599 0.2145
C 3.6532 -0.7044 -1.5961
O 5.3396 -0.0687 0.5286
O 3.3591 -1.5874 0.9871
H 4.5294 2.3907 1.8784
H 2.7144 2.6148 2.0395
H 3.7911 3.8414 1.3559
H 2.5307 2.6859 -0.4192
H 4.2272 2.2110 -0.4715
H 4.3410 -1.4374 -2.0177
H 3.7656 0.2154 -2.1700
H 2.6028 -0.9928 -1.6355

Forces on the atoms, in the same order (eV/Å):
-0.163 2.791 0.750
-0.529 -1.212 0.174
0.683 -0.696 -0.882
0.993 0.274 -0.996
-0.088 0.231 -1.185
-0.795 -1.401 2.177
0.427 -0.638 -0.149
1.347 1.026 -1.134
-1.294 -1.311 1.615
0.183 -0.094 0.366
0.016 0.546 -0.851
-0.102 0.297 0.011
-0.499 0.157 0.216
-0.198 0.002 -0.030
1.232 -0.246 -2.507
1.338 0.314 3.112
-1.956 0.199 -0.106
0.048 0.153 -0.754
-1.033 -1.882 1.093
0.875 1.994 -0.332
-2.427 -0.551 -0.007
-0.205 -0.221 0.502
-0.287 0.345 0.076
0.301 0.005 -0.428
0.540 -0.185 0.040
1.346 0.830 -0.189
0.043 -0.312 -0.198
0.295 -0.444 0.134
-1.467 -1.875 1.576
-1.308 3.241 -1.764
-0.985 2.123 0.554
2.271 -0.428 -1.701
-3.213 -1.380 3.228
0.355 -1.434 -1.352
3.170 -2.464 -0.198
0.114 1.113 -0.287
0.155 -0.283 0.127
0.651 1.248 -0.367
-4.231 1.854 1.348
1.617 2.180 -1.703
3.361 -3.795 -0.487
0.064 1.096 -0.334
-0.695 1.278 0.297
-0.552 -0.098 0.684
0.935 -1.972 -0.259
-0.427 0.032 0.409
-0.618 -0.064 0.040
0.669 -0.361 -0.276
-2.622 -0.260 -0.737
0.135 -2.444 1.001
1.854 3.897 -0.802
-0.542 -2.201 -1.499
-0.893 1.571 -0.322
0.658 -0.392 2.341
0.111 1.079 0.548
-0.084 0.700 0.360
0.719 0.001 -0.449
0.718 -0.471 0.270
-0.025 -0.351 -1.012
0.126 -0.319 -0.005
0.277 0.249 -0.005
-0.288 -0.512 0.334
-0.131 -0.487 -0.319
-0.193 0.469 -0.145
1.056 1.965 1.316
1.327 -2.331 -0.623
-0.115 -0.689 1.312
0.164 0.029 0.799
-2.906 -0.315 -0.966
1.089 2.724 -2.057
-0.314 -0.484 0.168
0.338 0.062 0.483
-0.267 0.149 -0.282
-0.228 -0.572 -0.170
-0.196 -0.910 -0.383
-0.125 -0.182 0.413
0.055 0.260 0.489
0.346 -0.218 -0.109

Here are the Mulliken charges for atoms 1 to 2, given in e: O -0.5568; N 0.9738